*P*
21
Properties=species:S:1:pos:R:3:mulliken_charge:R:1 method="wB97M-V/def2-TZVPD" charge=0 smiles="C=CCCC.O.O" orbital_gap_ev=10.34
C -0.81 1.98 -0.20 -0.7990
C -0.19 1.13 0.59 -0.1333
C 0.65 0.07 -0.08 -0.6331
C 1.80 0.61 -0.95 -0.3340
C 2.93 -0.39 -1.12 -1.3699
H -0.83 1.88 -1.28 0.2001
H -1.39 2.84 0.11 0.3111
H -0.02 1.21 1.65 0.3578
H 1.06 -0.71 0.58 0.4708
H -0.01 -0.61 -0.60 0.2264
H 2.11 1.53 -0.48 0.3265
H 1.42 0.84 -1.95 0.3130
H 3.43 -0.56 -0.17 0.3567
H 2.63 -1.39 -1.45 0.3213
H 3.64 0.02 -1.85 0.3842
O -2.69 -1.23 -0.70 -0.6419
H -1.95 -0.90 -0.17 0.3261
H -3.51 -0.86 -0.37 0.3002
O -1.09 -1.44 2.17 -0.6104
H -1.10 -0.74 2.82 0.3184
H -1.98 -1.78 2.05 0.3090



*Q*
21
Properties=species:S:1:pos:R:3:mulliken_charge:R:1 method="wB97M-V/def2-TZVPD" charge=0 smiles="CC=C(C)C.O.O" orbital_gap_ev=9.20
C -0.78 -0.88 -0.29 -1.1362
C 0.51 -0.65 -0.92 -0.2039
C 1.08 0.58 -0.86 0.8103
C 2.53 0.72 -0.97 -1.2432
C 0.17 1.71 -0.73 -1.1908
H -1.22 0.00 0.23 0.2633
H -1.63 -1.24 -0.90 0.2693
H -0.87 -1.62 0.43 0.3737
H 1.24 -1.44 -1.10 0.3154
H 2.76 0.88 -2.02 0.3034
H 2.85 -0.23 -0.74 0.4152
H 2.97 1.38 -0.08 0.2893
H 0.66 2.72 -1.13 0.2393
H -0.07 1.95 0.31 0.3512
H -0.91 1.72 -1.11 0.1674
O -0.08 -3.94 6.09 -0.6158
H 0.56 -3.42 6.49 0.2944
H -0.38 -3.11 5.56 0.3213
O -2.99 1.78 -3.08 -0.6885
H -3.89 2.07 -2.45 0.3440
H -2.50 1.02 -2.75 0.3208



*R*
21
Properties=species:S:1:pos:R:3:mulliken_charge:R:1 method="wB97M-V/def2-TZVPD" charge=0 smiles=CCCCCO.O orbital_gap_ev=11.36
C 1.51 1.53 -0.86 -1.0355
C 0.38 2.25 -0.02 -0.4454
C -0.26 1.39 1.17 -0.6420
C 0.04 -0.13 1.18 -0.6330
C -0.64 -0.80 -0.10 -0.4122
O -1.57 -1.76 0.31 -0.5320
H 1.01 0.52 -1.06 0.1405
H 2.46 1.66 -0.34 0.3062
H 1.64 2.10 -1.77 0.3814
H -0.46 2.57 -0.61 0.3788
H 0.96 3.03 0.50 0.3251
H -1.33 1.62 1.23 0.3023
H 0.09 1.98 2.12 0.3018
H -0.27 -0.72 2.12 0.3903
H 1.21 -0.14 1.02 0.2297
H 0.25 -1.17 -0.63 0.3061
H -0.94 -0.03 -0.82 0.3538
H -1.83 -1.61 1.20 0.2958
O -0.46 -4.21 -1.51 -0.6461
H -0.90 -3.76 -0.80 0.3329
H -0.89 -4.32 -2.34 0.3016



*S*
21
Properties=species:S:1:pos:R:3:mulliken_charge:R:1 method="wB97M-V/def2-TZVPD" charge=0 smiles="C=CCCC.O.O" orbital_gap_ev=9.76
C -1.56 -1.22 2.96 -0.8111
C -0.43 -0.94 2.32 -0.1671
C 0.17 -1.67 1.12 -0.4328
C 0.93 -0.73 0.18 -0.3498
C 1.73 -1.54 -0.85 -1.2067
H -2.16 -2.04 2.57 0.2648
H -1.76 -0.75 3.91 0.2648
H 0.07 -0.05 2.71 0.2350
H 0.87 -2.37 1.57 0.2626
H -0.68 -2.13 0.62 0.3645
H 1.55 -0.09 0.81 0.3010
H 0.20 -0.09 -0.33 0.2637
H 2.10 -0.89 -1.63 0.3159
H 2.60 -1.91 -0.30 0.3529
H 1.20 -2.44 -1.16 0.3435
O -0.47 3.61 -1.46 -0.6308
H -1.09 4.34 -1.46 0.2957
H 0.36 4.11 -1.45 0.3200
O -0.46 1.11 -2.80 -0.6246
H 0.01 1.67 -2.18 0.3429
H -0.86 1.77 -3.38 0.2954



Best to worst by energy: *S*, *P*, *R*, *Q*.